(1)
# C5H12NOP

The molecule C5H12NOP in a non-equilibrium geometry (ωB97M-V/def2-TZVPD, OMol25).

Geometry as XYZ:
```
20
Properties=species:S:1:pos:R:3
H -0.0747 2.6265 -3.2139
N 0.0894 1.8738 -2.5754
C -0.9015 1.2703 -2.0910
O -0.8054 0.2023 -1.1982
P 0.4895 -0.5225 -0.3596
C 1.0166 0.7533 0.8849
C 1.9015 1.8487 0.3161
C -0.7659 -1.4796 0.7662
C -1.3482 -2.7828 0.2476
H -1.9333 1.5684 -2.2228
H 0.0900 1.2047 1.1599
H 1.5655 0.3028 1.8360
H 2.7752 1.5145 -0.3128
H 1.2353 2.5016 -0.2175
H 2.2646 2.4525 1.0830
H -0.0598 -1.7399 1.5467
H -1.5291 -0.7116 0.9491
H -0.8318 -3.5699 -0.3813
H -1.6298 -3.2504 1.2351
H -2.1549 -2.5789 -0.4409
```

Its total charge is 0. The lowest unoccupied orbital energy comes out at 1.0 eV. For the total energy, the calculation gives -18204.764 eV. The value obtained for the highest occupied orbital energy is -8.42 eV. Its maximum force is 3.402 eV Å⁻¹. As for the structure (SMILES): [H]/N=C/OP(CC)CC.

Mulliken charges, unit e, in atom order: 0.223, -0.574, 0.089, -0.259, -0.011, -0.380, -1.180, -0.456, -1.081, 0.412, 0.273, 0.361, 0.291, 0.282, 0.421, 0.354, 0.344, 0.304, 0.285, 0.301

---

(2)
# C5H12NOPS2

The molecule C5H12NOPS2 in a non-equilibrium geometry (ωB97M-V/def2-TZVPD, OMol25).

Geometry as XYZ:
```
22
Properties=species:S:1:pos:R:3
C 2.7273 0.9739 -0.5362
N 1.6088 0.7525 0.4192
C 1.8519 0.4499 1.7857
P 0.0019 0.8888 -0.0281
O -0.3823 1.4598 -1.2910
S -0.8564 -1.0885 0.1863
C -2.1218 -0.9859 -1.1883
C -3.5047 -0.9137 -0.5625
C -3.8582 0.4233 -0.0376
S -4.9127 0.5474 1.1971
H 3.4710 -0.0041 -0.6103
H 2.4009 1.0060 -1.5118
H 3.4429 1.7614 -0.0569
H 2.7720 -0.1800 1.8110
H 2.0558 1.2465 2.4469
H 1.0700 -0.1173 2.1351
H -0.4287 1.8041 0.9780
H -1.9178 -1.8404 -1.8961
H -1.8642 -0.0263 -1.6787
H -4.1955 -1.1228 -1.4156
H -3.8148 -1.8430 0.0353
H -3.4388 1.2628 -0.5127
```

Its total charge is 0. The lowest unoccupied orbital energy comes out at -0.3 eV. For the total energy, the calculation gives -39875.500 eV. The value obtained for the highest occupied orbital energy is -8.70 eV. Its maximum force is 5.758 eV Å⁻¹. As for the structure (SMILES): CN(C)[P@@H](=O)SCCC=S.

Mulliken charges, unit e, in atom order: -0.866, 0.141, -1.104, 0.566, -0.644, -0.219, -0.785, -0.264, -0.281, -0.229, 0.253, 0.356, 0.285, 0.329, 0.315, 0.395, 0.040, 0.375, 0.367, 0.301, 0.315, 0.355

---

(3)
# C5H12NS

The ion C5H12NS with charge -1 in a non-equilibrium geometry (ωB97M-V/def2-TZVPD, OMol25).

Geometry as XYZ:
```
19
Properties=species:S:1:pos:R:3
C -2.4413 -1.1329 -0.6382
C -1.0484 -0.5747 -0.9428
N -0.5808 0.2289 0.1607
C 0.8656 0.5801 0.0842
C 1.6793 -0.7285 0.2380
C 1.2702 1.6512 1.1457
S 2.7795 2.5783 0.9226
H -2.6491 -1.6218 0.3536
H -2.9742 -1.6794 -1.3969
H -3.0892 -0.2722 -0.5653
H -0.2902 -1.3703 -0.9564
H -1.1682 0.1834 -1.6896
H -1.1284 1.1037 0.3413
H 1.1600 0.9672 -0.8817
H 1.5150 -1.4672 0.9430
H 1.5247 -1.2062 -0.7224
H 2.7155 -0.3922 0.2365
H 1.4044 0.8615 1.9031
H 0.4555 2.2910 1.4645
```

Its total charge is -1. The lowest unoccupied orbital energy comes out at 3.5 eV. For the total energy, the calculation gives -17704.388 eV. The value obtained for the highest occupied orbital energy is -2.25 eV. Its maximum force is 3.728 eV Å⁻¹. As for the structure (SMILES): CCN[C@H](C)C[S-].

Mulliken charges, unit e, in atom order: -1.345, -0.175, -0.424, 0.305, -1.692, -0.764, -0.645, 0.314, 0.388, 0.311, 0.269, 0.320, 0.278, 0.130, 0.381, 0.516, 0.380, 0.199, 0.256

---

(4)
# C5H12NS

A cluster of 2 separate species, C5H12NS in total in a non-equilibrium geometry (ωB97M-V/def2-TZVPD, OMol25).

Geometry as XYZ:
```
19
Properties=species:S:1:pos:R:3
C 1.5187 -0.8615 0.4225
C 0.7840 -0.1294 -0.4288
C 0.9381 -0.0127 -1.9183
C 0.0042 2.2250 -0.1209
C -0.2585 0.7784 0.2065
N -1.2208 0.5274 1.0448
S -2.2502 -2.5113 1.5631
H 1.3226 -0.9670 1.4899
H 2.4250 -1.3971 0.1321
H -0.0009 -0.0771 -2.5448
H 1.5776 -0.6973 -2.3142
H 1.4754 0.8768 -2.2385
H -0.9114 2.7446 -0.1003
H 0.5798 2.4818 0.7250
H 0.4986 2.3620 -1.0517
H -1.8110 1.2750 1.2708
H -1.2598 -3.0147 2.1331
H -1.5286 -0.4304 1.2351
H -1.8827 -3.1726 0.4947
```

Its total charge is +1. The lowest unoccupied orbital energy comes out at -4.3 eV. For the total energy, the calculation gives -17697.269 eV. The value obtained for the highest occupied orbital energy is -13.84 eV. Its maximum force is 3.201 eV Å⁻¹.

Mulliken charges, unit e, in atom order: -0.917, 0.789, -1.515, -1.329, 0.797, -0.042, -0.408, 0.296, 0.303, 0.330, 0.476, 0.363, 0.440, 0.384, 0.348, 0.253, 0.200, 0.018, 0.215

---

(5)
# C5H12NS2

The ion C5H12NS2 with charge +1 in a non-equilibrium geometry (ωB97M-V/def2-TZVPD, OMol25).

Geometry as XYZ:
```
20
Properties=species:S:1:pos:R:3
C -1.4985 -0.5485 2.1657
N -1.0504 0.1491 0.9509
C -0.0643 -0.3688 -0.0971
C -0.7116 -1.1855 -1.3003
S 1.4867 -1.0581 0.6075
C 1.1992 0.5018 -0.2648
C 1.8242 0.6115 -1.6179
S 1.3970 1.8510 0.9681
H -1.4940 -1.5549 1.9211
H -0.8112 -0.5605 2.9994
H -2.3851 -0.1643 2.4946
H -0.7950 1.1492 1.0595
H -2.0068 0.2649 0.5562
H -1.5373 -0.6175 -1.8557
H -1.1872 -2.1387 -0.8780
H 0.0982 -1.2646 -1.9956
H 2.6728 1.3645 -1.4713
H 1.1270 1.1529 -2.2607
H 2.0819 -0.3322 -2.0830
H 1.6545 2.7487 0.1015
```

Its total charge is +1. The lowest unoccupied orbital energy comes out at -3.1 eV. For the total energy, the calculation gives -28531.985 eV. The value obtained for the highest occupied orbital energy is -13.24 eV. Its maximum force is 3.687 eV Å⁻¹. As for the structure (SMILES): C[NH2+][C@]1(C)S[C@]1(C)S.

Mulliken charges, unit e, in atom order: -0.942, -0.092, 0.248, -1.079, -0.059, 0.202, -1.373, -0.198, 0.395, 0.334, 0.427, 0.354, 0.455, 0.359, 0.332, 0.305, 0.347, 0.387, 0.425, 0.171

---

(6)
# C5H12O

A cluster of 2 separate species, C5H12O in total in a non-equilibrium geometry (ωB97M-V/def2-TZVPD, OMol25).

Geometry as XYZ:
```
18
Properties=species:S:1:pos:R:3
C 1.3630 -1.4079 2.1668
C 0.2121 -0.4493 1.9947
O 0.2715 0.6878 2.3843
H 1.1547 -2.4565 2.3764
H 1.9919 -1.0874 2.9954
H 1.9539 -1.4049 1.2518
H -0.7773 -0.9413 1.8866
C -0.0604 -0.6728 -1.6604
C -0.2055 0.8327 -1.8537
C -1.4854 1.2352 -2.5770
H -0.4812 -1.0623 -0.7300
H 0.9250 -1.0881 -1.7826
H -0.7158 -1.1087 -2.4230
H 0.5713 1.1090 -2.5529
H 0.1388 1.4135 -0.9932
H -2.3955 0.6604 -2.3958
H -1.7236 2.2841 -2.7159
H -1.2875 0.8148 -3.5572
```

Its total charge is 0. The lowest unoccupied orbital energy comes out at 1.0 eV. For the total energy, the calculation gives -7425.826 eV. The value obtained for the highest occupied orbital energy is -9.94 eV. Its maximum force is 2.885 eV Å⁻¹. As for the structure (SMILES): CC=O.CCC.

Mulliken charges, unit e, in atom order: -0.852, 0.139, -0.474, 0.312, 0.319, 0.221, 0.342, -1.061, -0.132, -1.270, 0.189, 0.327, 0.356, 0.229, 0.359, 0.349, 0.315, 0.333

---

(7)
# C5H12O

The molecule C5H12O (ωB97M-V/def2-TZVPD, OMol25).

Geometry as XYZ:
```
18
Properties=species:S:1:pos:R:3
C -2.6195 -1.3955 -0.0622
C -1.2070 -1.1642 -0.5906
C -0.3814 -0.3014 0.3464
O 0.8260 0.0284 -0.2955
C 1.7257 0.7600 0.5114
C 2.3818 1.8312 -0.3398
H -3.1883 -2.0484 -0.7315
H -3.1665 -0.4489 0.0240
H -2.6041 -1.8634 0.9297
H -1.2427 -0.6691 -1.5681
H -0.6870 -2.1183 -0.7379
H -0.9343 0.6199 0.6043
H -0.1944 -0.8397 1.2919
H 2.4755 0.0780 0.9417
H 1.1923 1.2280 1.3526
H 3.1194 2.3974 0.2388
H 1.6214 2.5248 -0.7129
H 2.8831 1.3812 -1.2022
```

Its total charge is 0. The lowest unoccupied orbital energy comes out at 1.2 eV. For the total energy, the calculation gives -7426.719 eV. The value obtained for the highest occupied orbital energy is -9.66 eV. Its maximum force is 0.295 eV Å⁻¹. As for the structure (SMILES): CCCOCC.

Mulliken charges, unit e, in atom order: -1.192, -0.248, -0.516, -0.321, -0.267, -1.150, 0.347, 0.317, 0.312, 0.277, 0.258, 0.334, 0.292, 0.275, 0.339, 0.374, 0.285, 0.283

---

(8)
# C5H12O

The molecule C5H12O (ωB97M-V/def2-TZVPD, OMol25).

Geometry as XYZ:
```
18
Properties=species:S:1:pos:R:3
C 2.1777 -0.1359 0.3725
C 0.9089 0.6045 -0.0078
O -0.2756 -0.1334 0.3355
C -1.7297 0.3043 -0.5153
C -1.5607 -0.4681 -1.8025
C -0.5621 -0.2098 1.7414
H 2.2201 -1.1102 -0.1229
H 2.2561 -0.2899 1.4539
H 3.0466 0.4510 0.0563
H 0.8524 1.5930 0.4680
H 0.8447 0.7343 -1.0900
H -1.4141 1.3495 -0.7207
H -2.4071 -0.1475 -2.4278
H -1.6741 -1.5490 -1.6554
H -0.6483 -0.3023 -2.4082
H 0.1679 0.3741 2.3091
H -0.5188 -1.2568 2.0479
H -1.5706 0.1813 1.8688
```

Its total charge is 0. The lowest unoccupied orbital energy comes out at 0.9 eV. For the total energy, the calculation gives -7422.702 eV. The value obtained for the highest occupied orbital energy is -7.06 eV. Its maximum force is 0.375 eV Å⁻¹.

Mulliken charges, unit e, in atom order: -1.157, -0.234, -0.126, -0.457, -0.855, -0.789, 0.297, 0.329, 0.385, 0.340, 0.362, 0.116, 0.362, 0.225, 0.244, 0.392, 0.240, 0.327

---

(9)
# C5H12O

A cluster of 2 separate species, C5H12O in total in a non-equilibrium geometry (ωB97M-V/def2-TZVPD, OMol25).

Geometry as XYZ:
```
18
Properties=species:S:1:pos:R:3
C -0.1180 0.4218 1.3729
C 0.4804 0.0428 0.0505
C 0.3298 -1.1738 -0.4640
C 0.8799 -1.5488 -1.7496
C -0.4050 -2.3169 0.2342
H 0.5461 0.2030 2.2260
H -1.0468 -0.1611 1.4917
H -0.3714 1.4951 1.3906
H 1.0702 0.8165 -0.4586
H 1.6407 -2.3074 -1.5001
H 1.3726 -0.7185 -2.2829
H 0.1347 -2.0059 -2.4222
H 0.2210 -3.2200 0.3301
H -1.2395 -2.5386 -0.4521
H -0.8208 -2.0702 1.2256
O -1.1519 5.1287 0.6236
H -1.1853 5.3679 -0.3303
H -0.3366 4.5853 0.7146
```

Its total charge is 0. The lowest unoccupied orbital energy comes out at 0.7 eV. For the total energy, the calculation gives -7426.383 eV. The value obtained for the highest occupied orbital energy is -8.83 eV. Its maximum force is 1.839 eV Å⁻¹. As for the structure (SMILES): CC=C(C)C.O.

Mulliken charges, unit e, in atom order: -1.025, -0.161, 0.765, -1.323, -1.175, 0.250, 0.297, 0.234, 0.302, 0.299, 0.307, 0.322, 0.318, 0.300, 0.288, -0.649, 0.324, 0.326

---

(10)
# C5H12O

A cluster of 2 separate species, C5H12O in total in a non-equilibrium geometry (ωB97M-V/def2-TZVPD, OMol25).

Geometry as XYZ:
```
18
Properties=species:S:1:pos:R:3
C 1.0730 1.1640 1.5052
C -0.0993 0.8901 0.6104
C -0.8288 -0.2195 0.6675
C -2.0844 -0.4198 -0.1330
H 0.7699 1.8556 2.2987
H 1.4338 0.2414 1.9756
H 1.9243 1.6280 0.9889
H -0.4052 1.6712 -0.0842
H -0.5877 -0.9954 1.3916
H -2.3647 -1.4691 -0.2942
H -2.0328 0.0754 -1.1105
H -2.8938 0.0487 0.4328
C 1.2876 -0.4354 -1.3823
O 0.6105 -1.4576 -0.6360
H 0.6813 0.3777 -1.8295
H 2.0234 0.0707 -0.7367
H 1.8268 -0.9538 -2.1652
H -0.0342 -1.9589 -1.1548
```

Its total charge is 0. The lowest unoccupied orbital energy comes out at 1.0 eV. For the total energy, the calculation gives -7425.254 eV. The value obtained for the highest occupied orbital energy is -8.19 eV. Its maximum force is 1.037 eV Å⁻¹. As for the structure (SMILES): C/C=C/C.CO.

Mulliken charges, unit e, in atom order: -1.253, -0.285, 0.191, -1.266, 0.365, 0.307, 0.329, 0.375, 0.239, 0.348, 0.297, 0.345, -0.593, -0.483, 0.269, 0.178, 0.353, 0.285

---

(11)
# C5H12O2

A cluster of 3 separate species, C5H12O2 in total in a non-equilibrium geometry (ωB97M-V/def2-TZVPD, OMol25).

Geometry as XYZ:
```
19
Properties=species:S:1:pos:R:3
C 0.7333 -1.3926 0.2782
C 0.3893 -0.7850 1.4123
C -0.6451 0.2914 1.5022
C -1.5191 0.3243 0.2028
C -2.6147 -0.3910 0.0734
H 1.4261 -2.2217 0.3167
H 0.4075 -0.9566 -0.6555
H 0.8678 -1.0823 2.3464
H -1.4327 0.0539 2.2237
H -0.1914 1.2762 1.5669
H -0.9678 0.9191 -0.5174
H -3.0450 -0.5087 -0.9147
H -3.1277 -1.1196 0.6622
O 1.0664 0.3040 -3.8098
H 1.2907 -0.5125 -4.2519
H 0.6020 0.0296 -3.0093
O 2.3598 2.2406 0.7104
H 2.9230 1.4645 0.8370
H 1.4777 2.0665 1.0265
```

Its total charge is 0. The lowest unoccupied orbital energy comes out at 0.7 eV. For the total energy, the calculation gives -9472.271 eV. The value obtained for the highest occupied orbital energy is -9.90 eV. Its maximum force is 2.812 eV Å⁻¹. As for the structure (SMILES): C=CCC=C.O.O.

Mulliken charges, unit e, in atom order: -0.364, -0.170, -0.371, -0.273, -0.761, 0.306, -0.060, 0.328, 0.345, 0.059, 0.449, 0.246, 0.295, -0.639, 0.319, 0.319, -0.649, 0.321, 0.301

---

(12)
# C5H12O2

The molecule C5H12O2 (ωB97M-V/def2-TZVPD, OMol25).

Geometry as XYZ:
```
19
Properties=species:S:1:pos:R:3
C -2.8205 0.0138 -1.3892
C -1.7965 1.1212 -1.1822
O -0.4862 0.5956 -1.0802
C 0.0444 0.5630 0.2227
C 1.3417 -0.2189 0.1387
O 1.8573 -0.3765 1.4359
C 3.0096 -1.1780 1.4415
H -2.9233 -0.6112 -0.4957
H -2.5091 -0.6260 -2.2208
H -3.8032 0.4362 -1.6285
H -2.0422 1.7161 -0.2903
H -1.8019 1.8016 -2.0420
H 0.2361 1.5809 0.5982
H -0.6330 0.0645 0.9336
H 1.1354 -1.1964 -0.3267
H 2.0579 0.3124 -0.5097
H 3.8166 -0.7324 0.8383
H 2.8000 -2.1843 1.0445
H 3.3458 -1.2672 2.4772
```

Its total charge is 0. The lowest unoccupied orbital energy comes out at 1.1 eV. For the total energy, the calculation gives -9473.487 eV. The value obtained for the highest occupied orbital energy is -9.72 eV. Its maximum force is 0.318 eV Å⁻¹. As for the structure (SMILES): CCOCCOC.

Mulliken charges, unit e, in atom order: -1.044, -0.327, -0.333, -0.367, -0.447, -0.307, -0.698, 0.268, 0.277, 0.363, 0.326, 0.307, 0.261, 0.287, 0.313, 0.291, 0.289, 0.298, 0.245

---

We obtain energy relative to the best compared isomer or geometry (same formula, charge and spin) values of 7.9; 73.2; 32.3; 32.7; 50.5; 34.2; 13.7; 106.3; 21.4; 47.5; 66.0; 38.0 kcal per mole for the records listed above, in that order.